Arrangement one

Entry from the OMol25 dataset: 2 unconnected molecules or ions with the total composition C5H11NO2 (ωB97M-V/def2-TZVPD).

Structure (ORCA input):
```
! RIJCOSX wB97M-V def2-TZVPD def2/J DEFGRID3
* xyz 0 1
C -0.1231 -0.5583 -0.4015
C 1.2605 0.0217 -0.6956
C -0.8767 0.2854 0.6642
C -0.0247 -2.0003 0.0801
C -0.6335 1.6640 0.7160
O -0.8212 -0.4779 -1.6557
O 1.1724 1.3249 -1.2560
N -0.7783 2.7645 1.1406
H -1.6884 -0.8905 -1.5685
H 0.5901 1.2582 -2.0241
H -0.2940 3.6169 0.8979
H 1.8104 0.1165 0.2409
H 1.7838 -0.6597 -1.3751
H -0.2543 0.0758 1.7266
H -1.9534 0.0677 0.6059
H 0.8382 0.4655 2.2997
H 0.5655 -2.0498 0.9967
H -1.0179 -2.4047 0.2924
H 0.4445 -2.6199 -0.6842
*
```

## Properties
Frontier orbital gap (spin up / spin down), eV: 6.8 / 6.8


Arrangement two

Entry from the OMol25 dataset: 2 unconnected molecules or ions with the total composition C5H11NO2 (ωB97M-V/def2-TZVPD).

Structure (ORCA input):
```
! RIJCOSX wB97M-V def2-TZVPD def2/J DEFGRID3
* xyz 0 1
C -1.0962 1.5638 2.3328
C -1.0441 1.5150 0.8252
C -1.5999 0.4898 0.1791
N -1.6505 0.3107 -1.2107
H -1.9303 0.9852 2.7272
H -0.1874 1.1844 2.8098
H -1.1953 2.5952 2.6794
H -0.5013 2.2744 0.2756
H -2.1431 -0.2784 0.7219
H -1.9050 -0.6283 -1.4764
H -0.7963 0.5400 -1.6886
O 0.6557 -1.0871 -2.3201
C 1.4292 -1.4814 -1.4936
O 1.5545 -2.7798 -1.1679
C 2.2550 -0.6188 -0.5828
H 0.8576 -3.2630 -1.6417
H 3.1989 -1.1160 -0.3664
H 1.7074 -0.5912 0.3627
H 2.3912 0.3853 -0.9655
*
```

## Properties
Frontier orbital gap, eV: 8.4
Structure (SMILES): C/C=C/N.CC(=O)O


Arrangement three

Entry from the OMol25 dataset: C5H11NO2 in the gas phase (ωB97M-V/def2-TZVPD).

Structure (ORCA input):
```
! RIJCOSX wB97M-V def2-TZVPD def2/J DEFGRID3
* xyz 0 1
C 2.0510 -0.0637 0.3685
C -0.2756 1.6114 0.1839
C -0.7496 -0.8201 1.0793
C -1.3635 -0.4074 -1.2493
N -0.3756 -0.1678 -0.1945
C 0.9970 -0.5586 -0.6070
O 1.5836 0.7492 1.3245
O 1.1644 -1.1409 -1.6470
H 2.8317 0.3750 -0.2912
H 2.5038 -1.0051 0.7597
H 0.3572 2.1068 -0.5430
H -1.3378 1.7475 0.0017
H -0.0358 1.8844 1.2071
H -1.7164 -0.4377 1.4055
H -0.8244 -1.8999 0.9363
H -1.0731 0.1295 -2.1510
H -2.3414 -0.0648 -0.9084
H -1.4184 -1.4729 -1.4839
H 0.0229 -0.5649 1.8089
*
```

## Properties
Frontier orbital gap, eV: 7.9
Structure (SMILES): C[N+](C)(C)C(=O)C[O-]


Arrangement four

Entry from the OMol25 dataset: 2 unconnected molecules or ions with the total composition C5H11NO2 (ωB97M-V/def2-TZVPD).

Structure (ORCA input):
```
! RIJCOSX wB97M-V def2-TZVPD def2/J DEFGRID3
* xyz 0 1
C -0.6215 -2.5235 1.3492
C 0.4080 0.2752 -1.0029
C -0.1776 -1.1476 1.7261
O 1.7529 0.3266 -0.9672
N 0.7618 -0.9153 2.5762
O -0.1893 -0.6925 -1.4404
H 2.0340 -0.6135 -0.9920
H 1.1184 -1.7876 2.9827
H 0.2467 -3.1699 1.1932
H -1.2402 -2.9370 2.1496
H -1.2315 -2.4793 0.4438
C -0.2415 1.6265 -0.6450
C -0.2596 2.5228 -1.8657
H 0.7569 2.7633 -2.1921
H -1.2626 1.4363 -0.2967
H 0.3138 2.0892 0.1776
H -0.6220 -0.2677 1.1519
H -0.7674 2.0344 -2.7035
H -0.7795 3.4597 -1.6444
*
```

## Properties
Frontier orbital gap, eV: 10.7
Structure (SMILES): [H]/N=C\C.CCC(=O)O


Most stable structure - arrangement two; separation to the second - 0.0065 hartree.